{
  "formula": "C9H14S",
  "method": "ωB97M-V/def2-TZVPD",
  "symbols": ["C", "C", "C", "C", "C", "C", "C", "H", "H", "H", "H", "H", "H", "H", "H", "C", "C", "S", "H", "H", "H", "H", "H", "H"],
  "positions_angstrom": [[2.98, -0.40, -1.18], [2.23, 0.18, 0.02], [0.86, 0.28, -0.07], [0.19, 0.93, 0.99], [0.87, 1.53, 2.03], [2.27, 1.32, 2.11], [2.96, 0.73, 1.10], [3.30, 0.52, -1.67], [2.38, -1.02, -1.84], [3.79, -1.01, -0.83], [0.31, 0.13, -0.98], [-0.88, 1.14, 0.89], [0.32, 1.99, 2.85], [2.77, 1.78, 2.97], [4.03, 0.79, 0.97], [-3.30, 0.03, -1.23], [-3.27, -1.44, -0.96], [-3.13, -1.87, 0.83], [-2.93, 0.61, -0.36], [-4.31, 0.39, -1.48], [-2.61, 0.30, -2.02], [-4.06, -2.06, -1.40], [-2.35, -1.87, -1.39], [-2.41, -2.98, 0.67]],
  "smiles": "Cc1ccccc1.CCS",
  "max_force_ev_per_a": 2.133,
  "orbital_gap_ev": 9.8,
  "e_above_lowest_kj_mol": 64.2,
  "homo_ha": -0.3284
}

***

{
  "formula": "C3H6N2O",
  "method": "ωB97M-V/def2-TZVPD",
  "symbols": ["H", "N", "C", "C", "O", "N", "C", "H", "H", "H", "H", "H"],
  "positions_angstrom": [[0.74, 1.87, 0.25], [1.32, 1.17, -0.22], [0.66, 0.09, -0.43], [1.38, -1.02, -1.16], [0.83, -2.05, -1.46], [-0.62, -0.23, -0.10], [-1.34, 0.48, 0.94], [2.44, -0.82, -1.36], [-0.89, -1.17, -0.35], [-0.74, 0.57, 1.85], [-2.24, -0.09, 1.17], [-1.64, 1.48, 0.62]],
  "smiles": "[H]/N=C(/C=O)NC",
  "max_force_ev_per_a": 0.562,
  "orbital_gap_ev": 9.8,
  "e_above_lowest_kj_mol": 120.6,
  "homo_ha": -0.3480
}

***

{
  "formula": "C29H38N2O4",
  "method": "ωB97M-V/def2-TZVPD",
  "symbols": ["C", "C", "C", "C", "C", "C", "C", "C", "O", "N", "C", "C", "N", "C", "C", "C", "C", "C", "C", "C", "C", "C", "O", "C", "O", "C", "C", "C", "C", "C", "C", "O", "C", "C", "C", "H", "H", "H", "H", "H", "H", "H", "H", "H", "H", "H", "H", "H", "H", "H", "H", "H", "H", "H", "H", "H", "H", "H", "H", "H", "H", "H", "H", "H", "H", "H", "H", "H", "H", "H", "H", "H", "H"],
  "positions_angstrom": [[-4.40, -2.90, -2.31], [-4.42, -2.29, -0.90], [-5.48, -3.03, -0.09], [-4.79, -0.81, -1.00], [-3.00, -2.49, -0.27], [-1.97, -1.60, -0.91], [-1.17, -0.78, -0.24], [-0.09, -0.02, -0.95], [-0.36, 0.65, -1.94], [1.17, -0.18, -0.51], [1.58, -0.88, 0.68], [2.09, 0.16, 1.70], [3.14, 1.00, 1.20], [4.51, 0.54, 1.38], [4.94, -0.67, 0.59], [5.48, -0.53, -0.68], [5.85, -1.65, -1.42], [5.69, -2.91, -0.89], [5.17, -3.06, 0.39], [4.80, -1.95, 1.12], [2.80, 1.57, -0.09], [2.27, 0.54, -1.11], [-1.24, -0.56, 1.12], [-2.41, -1.01, 1.77], [-3.46, -0.10, 1.70], [-3.17, 1.18, 2.24], [-2.34, 2.03, 1.31], [-2.78, 2.22, 0.01], [-2.02, 2.93, -0.89], [-0.81, 3.50, -0.50], [0.05, 4.17, -1.53], [0.82, 3.23, -2.26], [-0.39, 3.34, 0.81], [-1.15, 2.61, 1.71], [-2.88, -2.37, 1.26], [-3.65, -2.42, -2.94], [-5.37, -2.77, -2.78], [-4.18, -3.96, -2.27], [-6.41, -3.08, -0.66], [-5.70, -2.51, 0.84], [-5.17, -4.05, 0.14], [-4.08, -0.29, -1.64], [-4.79, -0.36, -0.02], [-5.79, -0.71, -1.44], [-2.73, -3.52, -0.52], [-1.82, -1.68, -1.97], [0.76, -1.45, 1.11], [2.39, -1.57, 0.41], [2.43, -0.34, 2.61], [1.24, 0.80, 1.95], [4.63, 0.34, 2.45], [5.16, 1.39, 1.12], [5.62, 0.45, -1.10], [6.26, -1.52, -2.41], [5.98, -3.78, -1.46], [5.05, -4.05, 0.81], [4.40, -2.07, 2.12], [3.66, 2.08, -0.51], [2.01, 2.30, 0.07], [1.92, 1.06, -2.00], [3.05, -0.18, -1.38], [-2.09, -1.10, 2.83], [-2.67, 1.07, 3.21], [-4.15, 1.64, 2.40], [-3.71, 1.77, -0.31], [-2.35, 3.04, -1.91], [0.77, 4.86, -1.07], [-0.58, 4.74, -2.23], [0.28, 2.42, -2.36], [0.54, 3.79, 1.14], [-0.80, 2.48, 2.73], [-2.14, -3.10, 1.60], [-3.82, -2.60, 1.75]],
  "smiles": "CC(C)(C)[C@H]1C=C(C(=O)N2CCN(Cc3ccccc3)CC2)O[C@@H](OCc2ccc(CO)cc2)C1",
  "max_force_ev_per_a": 1.014,
  "orbital_gap_ev": 8.6,
  "e_above_lowest_kj_mol": 0.0,
  "homo_ha": -0.2914
}

***

{
  "formula": "C17H44FNO14P2S5",
  "method": "ωB97M-V/def2-TZVPD",
  "symbols": ["C", "C", "C", "F", "C", "N", "O", "C", "O", "O", "C", "C", "P", "O", "O", "O", "P", "O", "O", "O", "H", "H", "H", "H", "H", "H", "H", "H", "H", "H", "H", "H", "H", "H", "C", "S", "O", "C", "H", "H", "H", "H", "H", "H", "C", "S", "O", "C", "H", "H", "H", "H", "H", "H", "C", "S", "O", "C", "H", "H", "H", "H", "H", "H", "C", "S", "O", "C", "H", "H", "H", "H", "H", "H", "C", "S", "O", "C", "H", "H", "H", "H", "H", "H"],
  "positions_angstrom": [[4.87, -2.31, -0.30], [3.34, -2.68, -0.01], [2.29, -1.56, -0.54], [2.67, -1.00, -1.82], [1.91, -0.46, 0.57], [0.57, -0.88, 1.07], [2.99, -0.40, 1.55], [3.88, 0.58, 0.99], [5.01, 0.68, 1.47], [3.27, 1.28, -0.12], [1.82, 1.09, 0.11], [1.57, 2.16, 1.32], [2.57, 3.75, 1.13], [1.89, 4.81, 2.03], [2.62, 4.30, -0.48], [4.17, 3.62, 1.73], [0.72, 1.49, -1.36], [-0.47, 2.42, -1.01], [1.55, 2.29, -2.63], [0.00, 0.10, -2.06], [5.31, -1.92, 0.70], [4.99, -1.42, -1.03], [5.50, -3.17, -0.69], [3.14, -2.91, 1.10], [3.08, -3.66, -0.56], [1.32, -2.16, -0.74], [0.23, -0.17, 1.74], [-0.12, -0.90, 0.31], [0.46, 2.47, 1.37], [1.80, 1.70, 2.35], [3.45, 3.94, -0.87], [4.82, 3.73, 1.00], [0.82, 2.81, -3.06], [-0.62, 0.43, -2.76], [7.58, -1.01, 4.10], [7.99, -0.60, 2.39], [8.09, -1.88, 1.63], [9.68, -0.05, 2.74], [6.56, -1.42, 4.12], [8.27, -1.76, 4.49], [7.61, -0.11, 4.71], [10.25, -0.86, 3.21], [9.65, 0.82, 3.40], [10.15, 0.22, 1.80], [-1.03, -4.83, -2.40], [0.39, -5.39, -1.43], [1.08, -4.17, -0.90], [1.36, -5.97, -2.84], [-1.75, -4.39, -1.71], [-0.71, -4.09, -3.13], [-1.48, -5.69, -2.90], [1.52, -5.16, -3.55], [0.83, -6.79, -3.33], [2.32, -6.34, -2.48], [-4.49, 3.01, -4.42], [-3.26, 2.29, -3.31], [-1.91, 2.50, -3.92], [-3.72, 0.57, -3.60], [-4.36, 4.09, -4.42], [-4.35, 2.62, -5.43], [-5.49, 2.76, -4.06], [-3.63, 0.33, -4.67], [-4.75, 0.40, -3.27], [-3.05, -0.07, -3.03], [-4.94, 2.20, 2.38], [-4.51, 2.61, 0.68], [-4.40, 1.33, -0.08], [-2.83, 3.17, 1.04], [-5.95, 1.79, 2.39], [-4.25, 1.46, 2.77], [-4.91, 3.10, 3.00], [-2.27, 2.36, 1.52], [-2.87, 4.04, 1.70], [-2.35, 3.44, 0.11], [-8.48, -0.79, 2.68], [-8.31, 0.19, 1.17], [-8.24, 1.63, 1.57], [-9.98, -0.12, 0.56], [-7.55, -0.71, 3.24], [-9.31, -0.41, 3.28], [-8.66, -1.83, 2.42], [-10.72, 0.22, 1.29], [-10.11, -1.19, 0.37], [-10.12, 0.43, -0.37]],
  "max_force_ev_per_a": 6.016,
  "orbital_gap_ev": 8.9,
  "homo_ha": -0.3163
}

***

Result set for DFT total energy: -20394.6208, -8235.4488, -41859.9915, -123966.6358 eV, one per record in the order listed.